Record 1
An isolated ion of composition C3H3Cl2N2O2 and charge +1 at a distorted geometry. Source: the OMol25 dataset; level of theory: ωB97M-V/def2-TZVPD.

Last column: Mulliken charge in e.
Atoms and positions in Å:
1 C -0.2674 1.3380 -0.9001  0.305
2 C 0.7911 -0.7855 -0.3835  0.736
3 C -1.4508 0.9542 -0.0101  0.213
4 N 0.8255 0.4543 -0.9776  -0.107
5 N -0.3216 -1.1469 0.1645  -0.515
6 O -0.2490 2.3905 -1.4857  -0.430
7 O 1.9694 -1.3824 -0.5759  -0.282
8 Cl -2.8862 0.5937 -0.6801  0.105
9 Cl 2.1126 -2.8871 0.2699  0.077
10 H -1.2686 1.3053 0.9479  0.399
11 H 1.4778 0.7896 -1.6636  0.275
12 H -0.4901 -2.0209 0.5788  0.223

Cartesian forces (eV/Å) of the 3 atoms listed first:
C 1.12 -0.18 -1.10
C -1.18 -0.30 -0.07
C 1.60 -1.69 -2.58

Its energy above the lowest of the compared OMol25 structures with the same formula, charge and spin is 68.0 kcal/mol. The HOMO energy is -15.33 eV. Its net charge is +1. The frontier orbital gap is 8.438 eV.


Record 2
C3H3Cl2NO in the gas phase at a distorted geometry. Source: the OMol25 dataset; level of theory: ωB97M-V/def2-TZVPD.

Last column: Mulliken charge in e.
Atoms and positions in Å:
1 N 1.5297 2.3975 -0.0277  -0.346
2 C 1.0657 1.3670 0.1508  0.017
3 C 0.6318 0.0159 0.1449  0.714
4 Cl 1.2066 -0.8544 1.6974  -0.156
5 Cl 1.3337 -0.9104 -1.1665  -0.135
6 C -0.9004 -0.0184 0.0544  -0.732
7 O -1.4595 -1.3088 -0.0770  -0.478
8 H -1.0344 0.5599 -0.8320  0.364
9 H -1.3384 0.4226 0.9286  0.406
10 H -1.0347 -1.6709 -0.8729  0.346

Cartesian forces (eV/Å) of the 3 atoms listed first:
N -0.12 0.53 0.21
C 1.12 0.64 -0.38
C -0.48 -2.30 2.08

Its energy above the lowest of the compared OMol25 structures with the same formula, charge and spin is 17.4 kcal/mol. The HOMO energy is -11.42 eV. The frontier orbital gap is 11.571 eV. Its structure (SMILES) is N#CC(Cl)(Cl)CO.